# 1
Below is C29H53NO5 as an isolated structure, with properties calculated with ωB97M-V/def2-TZVPD.

The calculation puts the HOMO energy at -10.021 eV. The electronic energy is -1567.8396 Eh. The calculation puts the relative energy (zero: lowest compared OMol25 entry of this formula, charge and spin) at 0.00 kcal/mol. The gap between HOMO and LUMO is 0.393 hartree.

Each line ends with the natural charge from an NBO analysis.
Atoms and positions in Å:
1 O 2.71468 3.70330 1.91824  -0.614
2 O -6.55150 -0.13692 -0.26989  -0.545
3 O -0.98716 0.69820 2.23984  -0.514
4 O -4.92326 0.71332 1.11202  -0.493
5 O 0.00201 0.28926 0.26612  -0.641
6 N 1.43160 2.57553 0.43076  -0.623
7 C 2.54421 0.07723 -2.21829  -0.413
8 C 1.49983 -3.83941 -1.22475  -0.600
9 C 1.28109 -1.79315 2.77754  -0.403
10 C 0.18989 -3.12833 -0.91112  -0.409
11 C 2.56589 3.16381 0.85084  0.537
12 C -0.23653 1.01692 1.20173  0.831
13 C -1.11177 -1.32137 3.57701  -0.400
14 C -0.84853 3.43535 0.98412  -0.386
15 C 0.78210 1.16779 -3.65420  -0.604
16 C -0.84785 -3.36448 -2.00639  -0.376
17 C -3.60202 -0.62245 -1.55172  -0.378
18 C 0.38747 -1.18068 3.85421  -0.397
19 C 3.62964 -1.71061 1.79247  -0.386
20 C -2.21260 -2.75394 -1.68697  -0.396
21 C 4.21254 -0.87306 -0.53999  -0.378
22 C -2.87953 3.78505 -0.45169  -0.602
23 C -0.61982 4.18018 -1.42719  -0.605
24 C -1.41904 3.33086 -0.43994  -0.237
25 C -4.12787 -0.80016 -0.13190  -0.352
26 C 3.42692 -0.61790 0.74429  -0.413
27 C -2.21442 -1.22863 -1.76684  -0.421
28 C 3.94126 0.18810 -1.60875  -0.389
29 C -5.44234 -0.09344 0.15188  0.802
30 C -1.57351 -0.61368 2.29615  0.085
31 C 2.75845 -1.48380 3.03013  -0.390
32 C -3.59858 0.14589 0.96544  0.106
33 C -3.09414 -0.44251 2.27540  -0.435
34 C 2.22086 1.23882 -3.15600  -0.389
35 C 0.28748 2.43918 1.30024  -0.160
36 H 2.22460 -3.67219 -0.43190  0.205
37 H 2.86123 -0.44057 3.33923  0.195
38 H 3.73235 0.34242 1.16892  0.195
39 H 0.62352 0.25524 -4.22456  0.203
40 H 0.08881 1.16813 -2.81545  0.200
41 H 2.46941 -0.86123 -2.77195  0.198
42 H 0.60358 -1.65441 4.81407  0.209
43 H 2.36752 -0.54971 0.50232  0.205
44 H -0.47898 -2.95388 -2.94880  0.193
45 H 0.99938 -1.39727 1.80394  0.200
46 H -3.57116 0.44511 -1.78470  0.206
47 H -4.31705 -1.08789 -2.23403  0.218
48 H -2.95173 4.81867 -0.12076  0.207
49 H 0.37835 -2.06029 -0.80346  0.211
50 H 3.11957 -2.10548 3.85221  0.202
51 H 1.13284 -2.87486 2.74464  0.197
52 H -0.46668 4.44382 1.14933  0.223
53 H -1.51795 -0.81368 -1.03887  0.222
54 H -3.37551 0.24544 3.07594  0.229
55 H -2.51287 -3.08043 -0.68876  0.185
56 H -0.97074 -4.44212 -2.14271  0.198
57 H -2.94838 -3.14052 -2.39681  0.202
58 H -1.37771 -2.37600 3.49048  0.211
59 H -3.57183 -1.40371 2.46862  0.219
60 H 2.37715 2.18735 -2.63325  0.182
61 H -1.37636 2.28509 -0.76765  0.194
62 H 4.68179 0.09147 -2.40657  0.203
63 H -3.49582 3.17558 0.20605  0.209
64 H -0.70404 5.23287 -1.16569  0.205
65 H 3.95230 -1.85607 -0.93769  0.195
66 H -1.64091 3.25335 1.71309  0.217
67 H -0.20093 -3.49996 0.04005  0.188
68 H -1.00513 4.04761 -2.43564  0.210
69 H 0.55213 2.01669 -4.29396  0.209
70 H 1.41780 2.02442 -0.41546  0.419
71 H 5.28020 -0.88223 -0.30783  0.200
72 H 3.39457 -2.68554 1.35924  0.191
73 H 0.62838 2.62797 2.32503  0.260
74 H -2.91639 0.91617 0.59720  0.184
75 H 4.07074 1.17832 -1.16372  0.183
76 H -1.24507 -1.17077 1.41138  0.211
77 H 2.90481 1.22378 -4.00765  0.200
78 H 0.43201 3.91150 -1.42409  0.210
79 H 0.62454 -0.11926 3.95419  0.203
80 H 3.36185 3.12167 0.08449  0.113
81 H -1.65879 -0.89878 4.42178  0.208
82 H -3.28858 3.72074 -1.45755  0.211
83 H 1.34073 -4.91159 -1.32317  0.201
84 H 1.91967 -3.47087 -2.15810  0.201
85 H -1.86563 -0.93317 -2.75870  0.207
86 H 1.79222 0.04441 -1.42892  0.207
87 H -4.13970 -1.85190 0.15303  0.230
88 H 4.68040 -1.72769 2.09034  0.202

Forces on atoms 1 to 6 (eV/Å):
O 0.0 0.3 0.5
O 0.0 0.2 0.2
O -0.2 0.2 0.4
O -0.5 0.5 0.4
O 0.0 0.0 0.0
N -0.5 -0.4 -0.1

---

# 2
Below is C29H54CeP2Si as an isolated structure in a non-equilibrium geometry, with properties calculated with ωB97M-V/def2-TZVPD.

The calculation puts the HOMO energy (alpha / beta) at -13.291 / -13.270 eV. The electronic energy is -2584.0016 Eh. The net charge is +2. The gap between HOMO and LUMO (alpha / beta) is 0.178 / 0.178 hartree.

Each line ends with the Mulliken charge.
Atoms and positions in Å:
1 Ce 0.43551 0.91400 -0.40064  -1.879
2 P -2.71019 0.03960 -0.48573  1.265
3 P 0.78917 0.78559 2.54577  1.437
4 Si -1.68061 -3.90515 2.04620  0.040
5 C 1.36848 4.80728 0.24076  -1.253
6 C 0.74993 -2.00838 -1.73171  0.728
7 C 2.05269 -2.62961 0.38423  -1.005
8 C 2.55069 -0.63551 -1.22493  0.241
9 C 1.79624 -1.77525 -0.79489  0.628
10 C 3.77360 -0.08847 -0.58902  -0.999
11 C -0.21996 -3.11777 -1.66949  -0.834
12 C 0.33393 -0.40482 3.86915  -1.336
13 C -1.20976 -2.20007 1.36112  -0.293
14 C 2.31632 3.65929 -0.00438  -0.099
15 C 2.13226 3.99255 -2.48222  -1.664
16 C -0.08890 2.74974 -1.82797  0.669
17 C 1.92867 -0.15208 -2.44166  1.037
18 C 2.70985 3.32280 -1.25578  -0.118
19 C -1.02319 -4.33570 3.76407  -1.125
20 C -0.17184 -0.83339 -3.83454  -1.882
21 C 0.61439 3.74938 -2.73986  -1.288
22 C -3.63800 0.60401 0.98711  -1.331
23 C 0.77532 -0.97627 -2.69942  0.306
24 C -1.04155 -5.27932 0.89295  -1.078
25 C -0.92459 -1.07127 0.82312  0.372
26 C 0.09435 2.35809 3.19010  -1.202
27 C 2.45356 0.86340 -3.38062  -1.240
28 C -3.46631 1.08698 -1.79666  -1.502
29 C 2.58378 1.01570 2.81365  -1.257
30 C -3.56326 -1.55004 -0.80983  -0.721
31 C -3.55076 -4.17664 2.18688  -1.138
32 C -0.12796 4.47941 0.03826  -1.537
33 C -0.43918 3.10281 -0.51029  0.339
34 H -0.56781 5.21677 -0.64854  0.541
35 H 2.86238 3.29828 0.87791  0.573
36 H 1.66471 1.56769 -3.68100  0.087
37 H 2.85727 -2.21642 1.01258  0.330
38 H 0.48698 3.43235 -3.78899  0.572
39 H -1.20021 -1.07539 -3.52502  0.302
40 H -0.84719 -3.16659 -2.56368  0.464
41 H -3.51504 1.68761 1.10563  0.349
42 H -4.04797 -4.18407 1.20794  0.343
43 H -3.18811 2.13978 -1.64354  0.335
44 H -3.10150 0.75648 -2.78182  0.311
45 H -1.00403 2.33888 3.09433  0.298
46 H -4.03075 -3.40302 2.80503  0.369
47 H 0.04080 -5.19268 0.74854  0.260
48 H -1.32450 2.62319 -0.01270  0.441
49 H -0.75822 -0.41292 3.97814  0.398
50 H 2.35397 -3.64516 0.06916  0.397
51 H 0.29322 -4.07582 -1.53119  0.426
52 H 1.50662 5.16158 1.27985  0.427
53 H -4.70297 0.35865 0.87705  0.510
54 H 0.81194 -0.11260 4.81445  0.592
55 H 2.84810 0.41963 -4.31355  0.396
56 H 2.29039 5.09134 -2.43667  0.626
57 H 0.36687 2.46674 4.25169  0.525
58 H -3.76864 -5.14496 2.66572  0.342
59 H 0.10126 -1.52255 -4.65273  0.399
60 H 1.14284 -2.70590 0.99645  -0.234
61 H 3.65001 2.77816 -1.43740  1.172
62 H -0.72100 2.02388 -2.41300  0.550
63 H 0.06536 -4.47199 3.75995  0.363
64 H 3.82783 1.00756 -0.66315  0.093
65 H -3.11986 -2.28196 -0.12520  -0.262
66 H 3.06866 0.03745 2.88620  0.395
67 H -4.64040 -1.45426 -0.60626  0.584
68 H 0.66586 -1.40338 3.55810  0.315
69 H 2.69462 3.64971 -3.37099  0.296
70 H -4.56164 0.99402 -1.77124  0.487
71 H -1.23146 -6.28325 1.29657  0.448
72 H 0.09231 4.71923 -2.66192  0.430
73 H -3.40436 -1.86697 -1.85128  0.353
74 H -1.52128 -5.23494 -0.08916  0.358
75 H 3.82462 -0.34569 0.47153  0.233
76 H -0.65542 4.59937 0.99343  0.505
77 H 0.48581 3.21638 2.61994  0.200
78 H 1.61595 5.66440 -0.41169  0.397
79 H 2.74196 1.57940 3.74169  0.505
80 H -1.46356 -5.27955 4.12539  0.352
81 H 3.03171 1.56809 1.97856  0.109
82 H -0.87705 -2.98344 -0.80648  -0.332
83 H -3.22179 0.08543 1.85708  0.233
84 H -0.18268 0.18989 -4.24419  0.304
85 H -1.27121 -3.56505 4.50617  0.352
86 H 4.67348 -0.49078 -1.07710  0.406
87 H 3.26047 1.45650 -2.93432  0.495

Forces on atoms 1 to 6 (eV/Å):
Ce 1.0 -9.0 1.0
P -0.3 0.7 -0.7
P 0.1 0.2 0.4
Si -0.5 -1.5 0.2
C 0.1 0.3 0.4
C -0.2 1.2 0.0